# 1
Entry from the OMol25 dataset: C30H44Cl3HgN5O4SSi as an isolated structure at a distorted geometry (ωB97M-V with the def2-TZVPD basis set).

Positions of all 89 atoms, in Å:
Hg 0.6945 -1.0178 1.3295
N 0.5608 -2.7384 2.4218
C -0.3383 -3.5996 2.5617
C -1.6600 -3.6057 1.8634
C -1.9755 -4.6744 1.0300
C -3.1665 -4.6895 0.3312
C -4.0581 -3.6378 0.4620
C -3.7624 -2.5813 1.3072
C -2.5637 -2.5570 2.0042
C -0.0880 -4.7631 3.4551
C -1.1342 -5.4441 4.0696
C -0.8696 -6.5169 4.9032
C 0.4365 -6.9235 5.1246
C 1.4829 -6.2427 4.5189
C 1.2241 -5.1605 3.6996
H -1.2725 -5.4889 0.9368
H -3.4019 -5.5290 -0.3069
H -4.9930 -3.6486 -0.0809
H -4.4806 -1.7772 1.4176
H -2.3341 -1.7517 2.6932
H -2.1528 -5.1103 3.9203
H -1.6897 -7.0348 5.3850
H 0.6391 -7.7621 5.7783
H 2.5033 -6.5545 4.6923
H 2.0144 -4.5804 3.2455
C -1.5816 4.1809 -2.3727
C -2.1087 3.2386 -1.2931
C -3.3553 2.5084 -1.8024
C -2.4488 4.0384 -0.0313
O -1.1105 2.2838 -0.9378
Si -0.0460 1.5018 -1.9096
S 0.5856 -0.3140 -1.0559
O 1.1888 2.4390 -2.4120
C 2.3248 3.0235 -1.8090
C 2.1369 3.2067 -0.3061
C 2.5132 4.3826 -2.5006
C 3.5321 2.1172 -2.0727
O -0.8786 1.2405 -3.2863
C -0.4812 0.7599 -4.5527
C 0.4323 -0.4558 -4.4188
C -1.7750 0.3833 -5.2853
C 0.2493 1.8703 -5.3201
H -2.3156 4.9527 -2.5892
H -1.3735 3.6224 -3.2779
H -0.6561 4.6451 -2.0440
H -4.0477 3.2227 -2.2410
H -3.8488 1.9965 -0.9816
H -3.0596 1.7794 -2.5513
H -3.2301 4.7606 -0.2566
H -1.5718 4.5698 0.3292
H -2.7926 3.3818 0.7621
H 1.2281 3.7679 -0.1030
H 2.9813 3.7461 0.1143
H 2.0651 2.2374 0.1840
H 1.6573 5.0212 -2.2929
H 2.5779 4.2400 -3.5780
H 3.4171 4.8725 -2.1469
H 3.3361 1.1306 -1.6574
H 4.4199 2.5361 -1.6051
H 3.7040 2.0178 -3.1433
H -0.0348 -1.2167 -3.8002
H 1.3544 -0.1665 -3.9253
H 0.6585 -0.8642 -5.3997
H -2.3029 -0.3928 -4.7356
H -1.5438 0.0338 -6.2886
H -2.4210 1.2562 -5.3518
H 1.0831 2.2185 -4.7192
H -0.4233 2.7055 -5.5084
H 0.6202 1.4926 -6.2704
C 5.6534 -1.4255 0.9261
C 4.2318 -1.5947 1.0184
N 3.1029 -1.7543 1.0829
H 5.9653 -1.5822 -0.1054
H 6.1486 -2.1494 1.5719
H 5.9237 -0.4176 1.2376
Cl 3.8030 1.0183 5.6435
C 2.2152 1.2455 5.0201
Cl 2.2892 3.5727 4.1830
Cl 0.9564 1.3093 6.1885
C 1.9456 0.7288 3.7906
N 1.7436 0.4911 2.6652
N -2.4153 0.7663 1.1934
C -1.6433 1.0632 2.2973
N -0.7532 2.0683 2.0888
O -1.8418 0.5375 3.3782
H -2.0288 0.9831 0.2858
H -2.9450 -0.0869 1.2611
H -0.5396 2.3503 1.1462
H -0.0851 2.2942 2.8075

F_max ... 2.3 eV Å⁻¹
Molar mass ... 905.82 g/mol
Total charge ... -1
HOMO-LUMO gap (spin up / spin down) ... 6.747 / 7.408 eV
Multiplicity ... 2


# 2
Entry from the OMol25 dataset: C30H44F5N3P3SeV as an isolated structure (ωB97M-V with the def2-TZVPD basis set).

Positions of all 87 atoms, in Å:
V 0.9115 -0.1026 2.1144
N -0.3968 -1.8725 2.2071
C 0.1617 -3.1784 1.8667
C 0.5267 -3.2310 0.3848
N 1.0632 -1.9420 -0.0504
C 1.9057 -1.9974 -1.2421
C 3.3849 -1.9124 -0.8549
N 3.6854 -0.5684 -0.3659
H -0.5852 -1.8086 3.2045
H -1.2870 -1.6974 1.7519
H -0.5260 -3.9983 2.1109
H 1.0672 -3.3284 2.4469
H -0.3482 -3.5422 -0.2004
H 1.2998 -3.9894 0.2424
H 0.3122 -1.2742 -0.1829
H 1.6714 -1.1483 -1.8923
H 1.7338 -2.9156 -1.8179
H 4.0087 -2.1094 -1.7332
H 3.5890 -2.6915 -0.1082
H 4.5104 -0.5897 0.2222
H 2.9194 -0.2843 0.2408
C 1.8562 2.9064 3.5952
P 2.5311 1.6046 2.4989
C 4.0797 1.2450 3.4260
C 3.3282 2.6755 1.1980
C 2.3303 3.5172 0.4147
P 1.1359 2.4967 -0.5742
C 0.1509 3.9677 -1.1338
C 2.2354 2.2848 -2.0606
H 2.5670 3.7266 3.7378
H 1.6194 2.4330 4.5472
H 0.9161 3.2662 3.1823
H 4.6021 2.1811 3.6405
H 4.7237 0.5851 2.8462
H 3.8303 0.7305 4.3502
H 3.8905 2.0233 0.5220
H 4.0393 3.3301 1.7128
H 2.8506 4.1936 -0.2725
H 1.7425 4.1190 1.1127
H 0.8165 4.7446 -1.5173
H -0.4051 4.3509 -0.2778
H -0.5737 3.6989 -1.9021
H 2.2538 3.1968 -2.6629
H 1.8903 1.4553 -2.6750
H 3.2365 2.0323 -1.7172
Se -0.9686 1.1063 2.7756
F 2.8439 -1.6708 2.2755
C 3.0904 -1.6805 3.7024
F 1.7542 -1.4815 4.1698
C 3.3970 -3.1281 3.9997
F 4.4642 -3.5355 3.2739
F 3.7330 -3.2709 5.3011
F 2.4341 -4.0861 3.7841
C -4.8636 3.3138 -0.7780
C -5.0512 2.3274 -1.7393
C -4.1324 1.2999 -1.8677
C -3.0200 1.2496 -1.0275
C -2.8333 2.2376 -0.0694
C -3.7563 3.2692 0.0528
P -1.8158 -0.1389 -1.1337
C -1.8012 -0.2634 -2.9775
C -2.3311 -1.2496 -3.8034
C -2.1042 -1.2201 -5.1745
C -1.3626 -0.2008 -5.7476
C -0.8726 0.8193 -4.9420
C -1.0927 0.7809 -3.5780
C -2.9244 -1.4817 -0.5439
C -3.7305 -1.2029 0.5650
C -4.5125 -2.1957 1.1327
C -4.4963 -3.4838 0.6156
C -3.6525 -3.7853 -0.4419
C -2.8572 -2.7966 -1.0044
H -5.5936 4.1067 -0.6680
H -5.9186 2.3547 -2.3882
H -4.2782 0.5263 -2.6121
H -1.9910 2.1679 0.6125
H -3.6027 4.0291 0.8088
H -2.9467 -2.0357 -3.3893
H -2.5185 -2.0021 -5.7995
H -1.1738 -0.1929 -6.8135
H -0.3093 1.6377 -5.3727
H -0.7189 1.5738 -2.9457
H -3.7234 -0.2083 0.9933
H -5.1290 -1.9599 1.9907
H -5.1227 -4.2548 1.0462
H -3.5998 -4.7986 -0.8216
H -2.1669 -3.0592 -1.7960

F_max ... 1.0 eV Å⁻¹
Molar mass ... 764.52 g/mol
Total charge ... -1
HOMO-LUMO gap (spin up / spin down) ... 5.346 / 5.388 eV
Multiplicity ... 2